Record 1
Below is a structure of composition C27H43ClF6N5O2PSi2Zr, with properties calculated with wB97M-V/def2-TZVPD.

Positions of all 88 atoms, in Å:
Zr  -1.1558  -0.3670  0.1828
C  -1.1669  -3.6524  0.4298
C  -2.6434  -3.3412  0.2756
N  -2.9519  -1.9328  0.6436
C  -3.3522  -1.8028  2.0606
C  -2.1269  -1.7563  2.9308
C  -2.1288  -2.1117  4.2648
C  -0.9468  -1.9934  4.9826
C  0.1948  -1.5312  4.3518
C  0.1235  -1.1890  3.0110
C  1.3164  -0.6357  2.2782
N  1.0742  -0.4484  0.8319
C  1.7739  -1.4143  -0.0402
C  1.0937  -2.7620  0.0753
N  -0.3514  -2.5990  -0.2072
N  -1.0189  -1.3079  2.3272
H  -0.9569  -4.6289  -0.0154
H  -0.8803  -3.7053  1.4796
H  -3.2262  -4.0298  0.8916
H  -2.9396  -3.4814  -0.7587
H  -3.7271  -1.6237  0.0634
H  -4.0039  -2.6252  2.3644
H  -3.9057  -0.8717  2.1794
H  -3.0343  -2.4746  4.7313
H  -0.9173  -2.2644  6.0295
H  1.1282  -1.4271  4.8882
H  2.1749  -1.2957  2.4308
H  1.5643  0.3365  2.7113
H  1.3977  0.4885  0.5902
H  2.8363  -1.4812  0.2091
H  1.7133  -1.0309  -1.0639
H  1.1957  -3.1540  1.0898
H  1.5537  -3.4853  -0.6008
H  -0.5065  -2.6790  -1.2155
Cl  -2.2699  -2.2856  -2.7734
C  -1.7995  -0.7146  -2.0115
H  -2.6266  -0.0269  -2.2071
H  -0.9740  -0.3548  -2.6278
F  -0.4097  1.2236  -0.8860
P  -0.8668  2.9862  -1.8660
F  0.6957  3.2109  -1.7638
F  -1.0117  3.5265  -0.3789
F  -0.6348  2.0945  -3.1530
F  -2.3437  2.4139  -1.7608
F  -1.2202  4.3091  -2.5887
C  3.2218  2.0291  0.0604
Si  3.8390  1.7592  -1.6995
C  5.5426  0.9877  -1.5958
C  3.9444  3.3996  -2.5881
C  2.6550  0.6431  -2.5940
Si  2.9550  -0.8180  -3.6990
C  1.3130  -1.6942  -3.9565
C  4.1467  -2.0465  -2.9248
C  3.6472  -0.2447  -5.3384
H  3.7492  2.8619  0.5313
H  3.4121  1.1498  0.6853
H  2.1580  2.2827  0.0826
H  6.2219  1.6558  -1.0608
H  5.9704  0.8125  -2.5854
H  5.5291  0.0344  -1.0630
H  4.6497  4.0615  -2.0797
H  2.9742  3.8970  -2.6232
H  4.2918  3.2643  -3.6142
H  1.6223  0.9979  -2.5960
H  0.8998  -2.0587  -3.0095
H  1.4164  -2.5605  -4.6135
H  0.5693  -1.0276  -4.3995
H  3.8233  -2.3762  -1.9336
H  5.1501  -1.6326  -2.8232
H  4.2179  -2.9344  -3.5580
H  2.9726  0.4601  -5.8273
H  3.8023  -1.0895  -6.0132
H  4.6089  0.2543  -5.1999
O  -2.8085  0.8383  0.9315
C  -2.1255  1.6812  1.6122
N  -0.8454  1.4221  1.7908
C  -0.2779  2.4751  2.5314
O  0.8772  2.5292  2.8658
C  -1.3852  3.4513  2.8201
C  -1.3826  4.6482  3.4951
C  -2.5964  5.3342  3.5780
C  -3.7544  4.8281  3.0001
C  -3.7480  3.6132  2.3144
C  -2.5461  2.9458  2.2438
H  -0.4769  5.0427  3.9355
H  -2.6370  6.2822  4.0974
H  -4.6746  5.3910  3.0788
H  -4.6441  3.2232  1.8509

As for the HOMO energy (spin up / spin down): -10.52 / -11.72 eV. The value obtained for the lowest unoccupied orbital energy (spin up / spin down) is -3.1 / -3.1 eV. The HOMO-LUMO gap (spin up / spin down) comes out at 7.37 / 8.57 eV. Its multiplicity is 2. As for the charge: +1. Its calculated total energy is -95401.438 eV.

Record 2
Below is a cluster of 7 separate species, C27H43F2NO8S3 in total in a non-equilibrium geometry, with properties calculated with wB97M-V/def2-TZVPD.

Positions of all 84 atoms, in Å:
C  43.1210  26.2160  40.3590
C  43.1990  24.6400  40.6090
O  42.9850  24.0740  41.6290
N  43.7720  23.9150  39.5080
H  43.0660  24.1300  38.6680
H  44.5520  24.1220  39.0840
C  43.9820  22.4760  39.5650
H  42.4640  26.7250  41.2000
H  42.6650  26.6320  39.6130
H  44.0430  26.6720  40.5820
H  43.0360  22.0230  39.8910
H  44.6410  22.0640  40.3750
H  44.2040  22.0200  38.5270
O  42.4960  24.3280  37.3620
H  41.7450  23.9790  37.2480
F  39.9790  27.0780  30.5570
C  40.5540  26.6830  31.7850
C  40.9760  25.4150  31.9590
C  41.6330  25.0320  33.1050
C  41.7780  25.9020  34.1750
C  41.2470  27.2810  34.0140
C  40.6700  27.6610  32.7700
H  41.0610  24.6160  31.1250
H  42.0460  24.0830  33.5710
H  42.1540  25.7230  35.2170
H  41.3630  27.8630  34.8040
H  40.3620  28.7560  32.5240
F  37.3630  22.5810  37.8990
C  37.8790  22.3640  39.1410
C  37.3150  21.4700  40.0880
C  37.8380  21.2000  41.3070
C  39.0250  21.9490  41.6770
C  39.6060  22.8600  40.7650
C  39.0330  23.0590  39.5190
H  36.5920  21.0190  39.7080
H  37.3420  20.5050  41.8230
H  39.3090  21.8820  42.6950
H  40.4140  23.4560  41.2890
H  39.4580  23.8160  39.0610
C  45.6890  26.4130  35.2520
C  45.4330  27.2280  34.0010
C  45.9750  26.5530  32.9050
S  45.9410  24.8560  33.2390
O  47.2070  24.3270  33.0580
O  44.8210  24.3790  32.5010
C  45.4290  25.0150  34.9440
H  45.0900  26.7320  36.2050
H  46.6690  26.6840  35.7030
H  45.8310  28.3370  33.8980
H  44.4840  27.4370  33.9810
H  46.9300  26.6890  32.6980
H  45.6370  26.7650  31.9590
H  45.9640  24.1970  35.2820
H  44.2940  24.7290  35.0170
C  39.2540  19.0530  36.1600
C  40.0120  20.2400  36.8570
C  39.8620  21.3600  35.9340
S  39.5160  20.7460  34.3030
O  40.5870  21.0540  33.3820
O  38.1660  21.1030  33.9340
C  39.6240  19.0300  34.6970
H  38.1800  19.0980  36.3280
H  39.5540  18.1150  36.6580
H  41.0250  19.9940  37.2370
H  39.4010  20.6450  37.8120
H  40.7980  21.7840  35.9690
H  39.0350  22.0230  36.3180
H  40.6260  18.8550  34.5510
H  38.9500  18.3580  34.0320
C  37.2890  25.9400  37.7720
C  38.6090  25.8990  36.9470
C  39.4180  27.0630  37.2710
S  38.8140  27.7030  38.7930
O  38.1510  28.8660  38.6310
O  39.8460  27.5780  39.8530
C  37.7430  26.4660  39.2180
H  37.1240  24.9380  37.7640
H  36.7110  26.6100  37.3810
H  38.4080  25.6970  36.0290
H  39.3890  24.9770  37.2320
H  39.1550  27.8330  36.5880
H  40.5280  27.0540  37.4930
H  37.0260  26.8500  39.7510
H  38.1860  25.4690  39.7140

As for the HOMO energy: -8.96 eV. The value obtained for the lowest unoccupied orbital energy is -0.1 eV. The HOMO-LUMO gap comes out at 8.89 eV. Its calculated total energy is -84493.659 eV.

Record 3
Below is a structure of composition C27H43F5FeGeN3O3SSeSi in a non-equilibrium geometry, with properties calculated with wB97M-V/def2-TZVPD.

Positions of all 86 atoms, in Å:
Fe  -0.4521  0.1823  -0.0093
N  1.8197  -0.0338  -0.3131
C  2.5961  0.4499  -1.4590
C  2.9175  1.9363  -1.3212
C  1.6684  2.7007  -0.9023
C  0.5057  2.5067  -1.8754
N  -0.6810  1.9758  -1.1782
H  2.2740  0.1861  0.5662
H  1.7453  -1.0414  -0.3572
H  1.9818  0.2688  -2.3439
H  3.5303  -0.1074  -1.6063
H  3.3464  2.2886  -2.2641
H  3.6845  2.0847  -0.5538
H  1.8782  3.7566  -0.7211
H  1.3582  2.2900  0.0565
H  0.7390  1.7847  -2.6526
H  0.2784  3.4456  -2.3891
H  -1.4016  1.7544  -1.8646
H  -1.0322  2.7008  -0.5601
C  0.0739  5.3376  5.1589
C  0.2082  4.3440  4.0122
C  -0.0196  2.9087  4.4702
C  0.2773  1.8312  3.4267
Ge  -0.7559  1.8558  1.7457
C  -2.6837  1.8504  2.1837
C  -3.2636  3.1196  2.8050
C  -4.7928  3.1155  2.8680
C  -5.3492  2.0161  3.7648
H  0.2128  6.3695  4.8288
H  0.8089  5.1384  5.9431
H  -0.9168  5.2682  5.6156
H  1.2024  4.4253  3.5585
H  -0.5047  4.5968  3.2237
H  -1.0533  2.8138  4.8170
H  0.6065  2.7306  5.3558
H  0.1059  0.8466  3.8610
H  1.3402  1.8551  3.1627
H  -0.6021  3.3323  1.2127
H  -2.8595  0.9770  2.8154
H  -3.2119  1.6369  1.2490
H  -2.9371  3.9960  2.2330
H  -2.8798  3.2600  3.8215
H  -5.1843  2.9835  1.8536
H  -5.1484  4.0915  3.2172
H  -5.0735  1.0274  3.3960
H  -6.4393  2.0562  3.8223
H  -4.9582  2.1128  4.7819
C  3.3117  -4.5486  1.3003
C  3.6706  -3.9720  0.0900
C  2.6870  -3.5491  -0.7925
C  1.3316  -3.6859  -0.4804
C  0.9913  -4.2740  0.7413
C  1.9724  -4.7003  1.6262
Si  -0.0653  -3.1592  -1.6015
C  0.2258  -3.4556  -3.4116
C  -0.7352  -4.1692  -4.1278
C  -0.6207  -4.3453  -5.5015
C  0.4585  -3.8031  -6.1792
C  1.4202  -3.0781  -5.4869
C  1.2981  -2.9025  -4.1185
H  4.0781  -4.8783  1.9910
H  4.7164  -3.8541  -0.1663
H  2.9899  -3.1068  -1.7357
H  -0.0547  -4.3721  1.0128
H  1.6885  -5.1427  2.5725
H  -1.2651  -3.9044  -1.2086
H  -1.5913  -4.5833  -3.6072
H  -1.3826  -4.8953  -6.0395
H  0.5446  -3.9311  -7.2513
H  2.2559  -2.6384  -6.0168
H  2.0385  -2.2994  -3.6035
F  -4.9761  -0.7953  -1.1230
C  -4.3003  -1.8822  -0.7368
F  -3.6762  -2.3834  -1.8138
F  -5.1914  -2.7948  -0.3208
S  -3.0991  -1.5029  0.5975
O  -2.3043  -2.7047  0.6914
O  -3.9141  -1.1615  1.7276
O  -2.4024  -0.3714  -0.0428
Se  -1.3678  0.1055  -3.6460
C  -0.7082  -0.5131  -2.0776
N  -0.2449  -1.4155  -1.4043
F  -0.8448  -1.0657  2.5837
C  0.0592  -0.9539  1.5261
F  1.2646  -0.5783  2.1810
H  0.2357  -1.9970  1.2475

As for the HOMO energy (spin up / spin down): -4.92 / -4.80 eV. The value obtained for the lowest unoccupied orbital energy (spin up / spin down) is 2.4 / 2.4 eV. The HOMO-LUMO gap (spin up / spin down) comes out at 7.30 / 7.18 eV. As for the charge: -1. Its calculated total energy is -227861.517 eV.

Number 1 is which compound?
C27H43ClF6N5O2PSi2Zr